1.
Formula: C5H10F2O
Source: the OMol25 dataset
Level of theory: the ωB97M-V functional and the def2-TZVPD basis

## Properties
- largest force on an atom (eV/A) = 7.185
- HOMO energy (eV) = -10.7
- energy above the lowest of the compared OMol25 structures with the same formula, charge and spin (kcal/mol) = 40.5
- SMILES string = CC(=O)C(C)(C)F.F

Last column: Löwdin charge in e.
Atoms and positions in Å:
C (1.336, -0.972, -0.400)  0.00
C (0.779, 0.374, 0.031)  -0.35
O (1.439, 1.316, 0.065)  0.17
C (-0.731, 0.424, 0.573)  -0.52
C (-1.643, 0.843, -0.482)  -0.03
C (-1.104, -0.921, 1.180)  -0.02
F (-0.766, 1.436, 1.530)  0.02
H (2.459, -0.811, -0.067)  0.14
H (1.367, -1.141, -1.461)  0.09
H (0.926, -1.700, 0.317)  0.07
H (-1.464, 1.858, -0.830)  0.09
H (-2.757, 0.862, -0.311)  0.12
H (-1.302, 0.335, -1.470)  0.13
H (-2.141, -0.904, 1.526)  0.10
H (-0.419, -1.129, 1.956)  0.08
H (-1.208, -1.606, 0.358)  0.09
F (2.790, 0.693, -1.745)  -0.25
H (2.437, 1.043, -0.771)  0.06


2.
Formula: C30H38Cl4NO5Ta
Source: the OMol25 dataset
Level of theory: the ωB97M-V functional and the def2-TZVPD basis

## Properties
- largest force on an atom (eV/A) = 0.540
- HOMO energy (eV) = -13.4
- energy above the lowest of the compared OMol25 structures with the same formula, charge and spin (kcal/mol) = 55.1
- total charge = +2

Last column: Löwdin charge in e.
Atoms and positions in Å:
Ta (-0.990, -0.084, -0.305)  2.03
C (-3.245, -1.930, 0.985)  0.05
O (-1.929, -1.847, 0.315)  -0.34
C (-1.568, -3.193, -0.141)  -0.09
C (-0.213, -3.107, -0.780)  -0.11
O (-0.152, -1.963, -1.641)  -0.27
C (-0.493, -2.065, -3.025)  -0.12
C (-1.928, -1.675, -3.221)  -0.14
O (-2.196, -0.522, -2.390)  -0.31
C (-3.537, -0.048, -2.713)  -0.02
H (-3.123, -2.582, 1.846)  0.12
H (-3.552, -0.941, 1.293)  0.09
H (-3.952, -2.350, 0.272)  0.12
H (-1.554, -3.843, 0.733)  0.16
H (-2.360, -3.514, -0.817)  0.14
H (0.541, -2.924, -0.013)  0.14
H (0.045, -4.018, -1.321)  0.16
H (0.144, -1.344, -3.534)  0.12
H (-0.260, -3.053, -3.422)  0.16
H (-2.113, -1.427, -4.268)  0.15
H (-2.633, -2.459, -2.929)  0.14
H (-3.568, 0.187, -3.776)  0.11
H (-4.255, -0.835, -2.482)  0.11
H (-3.745, 0.832, -2.123)  0.06
Cl (-6.053, 3.505, 2.617)  0.76
C (-4.543, 2.783, 2.282)  -0.68
C (-3.477, 2.921, 3.191)  -0.68
Cl (-3.698, 3.811, 4.630)  0.76
C (-2.235, 2.332, 2.939)  -0.61
Cl (-0.912, 2.449, 4.012)  0.78
C (-2.097, 1.628, 1.755)  -0.32
O (-1.003, 0.954, 1.351)  -0.22
C (-3.143, 1.492, 0.866)  -0.34
O (-2.788, 0.698, -0.173)  -0.25
C (-4.384, 2.052, 1.102)  -0.61
Cl (-5.647, 1.825, -0.033)  0.77
C (-0.001, -2.287, 4.629)  -0.03
C (0.987, -1.862, 3.578)  -0.25
C (2.348, -2.113, 3.735)  0.01
C (3.257, -1.699, 2.777)  -0.24
C (4.732, -1.943, 2.943)  -0.03
C (2.803, -1.045, 1.628)  0.01
C (1.450, -0.794, 1.436)  -0.23
C (0.554, -1.206, 2.437)  -0.03
N (0.874, -0.248, 0.236)  -0.10
C (1.487, 0.803, -0.720)  -0.39
C (2.973, 1.112, -0.529)  -0.07
C (3.424, 2.166, -1.551)  -0.26
C (2.635, 3.459, -1.354)  -0.09
C (1.148, 3.184, -1.592)  -0.26
C (0.931, 2.662, -3.011)  -0.10
C (1.724, 1.370, -3.195)  -0.26
C (3.217, 1.631, -2.968)  -0.09
C (1.263, 0.334, -2.163)  -0.12
C (0.692, 2.124, -0.587)  -0.10
H (0.415, -2.176, 5.629)  0.09
H (-0.270, -3.339, 4.511)  0.09
H (-0.916, -1.694, 4.580)  0.08
H (2.700, -2.625, 4.622)  0.13
H (4.948, -2.432, 3.890)  0.08
H (5.286, -1.003, 2.915)  0.09
H (5.117, -2.575, 2.142)  0.09
H (3.546, -0.770, 0.904)  0.09
H (-0.490, -0.930, 2.399)  0.08
H (3.561, 0.207, -0.672)  0.12
H (3.141, 1.485, 0.482)  0.14
H (4.486, 2.351, -1.379)  0.16
H (2.973, 4.215, -2.067)  0.14
H (2.799, 3.865, -0.353)  0.13
H (0.564, 4.092, -1.435)  0.16
H (1.243, 3.408, -3.743)  0.14
H (-0.137, 2.477, -3.186)  0.12
H (1.561, 0.971, -4.198)  0.15
H (3.573, 2.354, -3.704)  0.14
H (3.791, 0.712, -3.116)  0.13
H (1.737, -0.637, -2.313)  0.14
H (0.166, 0.191, -2.349)  0.08
H (-0.408, 1.982, -0.814)  0.10
H (0.729, 2.479, 0.442)  0.15


3.
Formula: C47H42BrMgN2O3P2S8
Source: the OMol25 dataset
Level of theory: the ωB97M-V functional and the def2-TZVPD basis

## Properties
- largest force on an atom (eV/A) = 0.379
- HOMO energy (eV) = -4.5
- energy above the lowest of the compared OMol25 structures with the same formula, charge and spin (kcal/mol) = 11.2
- total charge = -1

Last column: Löwdin charge in e.
Atoms and positions in Å:
Mg (-0.987, -0.111, -0.168)  0.35
S (0.127, 0.923, -2.521)  0.29
P (1.547, -0.097, -1.522)  0.38
C (0.929, -1.158, -0.358)  -0.60
P (0.514, -2.770, -0.660)  0.40
S (-1.452, -3.168, -0.536)  0.35
C (1.049, -3.494, -2.260)  -0.33
C (1.924, -4.568, -2.360)  -0.08
C (2.246, -5.105, -3.601)  -0.09
C (1.701, -4.568, -4.756)  -0.10
C (0.840, -3.481, -4.666)  -0.08
C (0.519, -2.951, -3.429)  -0.11
C (1.341, -3.863, 0.572)  -0.36
C (0.895, -5.163, 0.810)  -0.12
C (1.501, -5.948, 1.778)  -0.10
C (2.554, -5.439, 2.532)  -0.10
C (2.998, -4.145, 2.310)  -0.08
C (2.394, -3.365, 1.329)  -0.09
C (2.773, -0.799, -2.701)  -0.32
C (3.795, -1.606, -2.204)  -0.08
C (4.780, -2.091, -3.046)  -0.08
C (4.759, -1.773, -4.398)  -0.10
C (3.747, -0.969, -4.899)  -0.09
C (2.758, -0.483, -4.052)  -0.11
C (2.694, 1.105, -0.747)  -0.32
C (3.406, 0.735, 0.384)  -0.12
C (4.401, 1.558, 0.898)  -0.08
C (4.700, 2.754, 0.263)  -0.10
C (3.993, 3.130, -0.874)  -0.11
C (2.991, 2.312, -1.374)  -0.10
H (2.370, -4.990, -1.467)  0.10
H (2.933, -5.940, -3.661)  0.10
H (1.954, -4.985, -5.723)  0.09
H (0.430, -3.035, -5.564)  0.10
H (-0.116, -2.078, -3.369)  0.08
H (0.051, -5.541, 0.244)  0.09
H (1.144, -6.956, 1.956)  0.10
H (3.016, -6.048, 3.300)  0.09
H (3.802, -3.731, 2.906)  0.10
H (2.702, -2.339, 1.166)  0.07
H (3.808, -1.860, -1.149)  0.10
H (5.564, -2.726, -2.648)  0.10
H (5.528, -2.155, -5.059)  0.09
H (3.721, -0.722, -5.954)  0.10
H (1.956, 0.138, -4.435)  0.07
H (3.163, -0.205, 0.859)  0.06
H (4.937, 1.262, 1.791)  0.10
H (5.479, 3.397, 0.657)  0.10
H (4.219, 4.069, -1.367)  0.10
H (2.422, 2.609, -2.247)  0.08
C (-3.233, -1.556, -2.720)  -0.09
O (-3.056, -0.510, -1.770)  -0.12
C (-4.010, 0.434, -1.743)  -0.20
C (-5.217, 0.361, -2.407)  -0.05
C (-6.137, 1.395, -2.253)  -0.68
Br (-7.797, 1.280, -3.166)  0.72
C (-5.879, 2.480, -1.456)  -0.09
C (-4.652, 2.565, -0.783)  -0.05
C (-3.707, 1.547, -0.938)  -0.16
O (-2.494, 1.559, -0.369)  -0.06
C (-4.328, 3.698, 0.081)  -0.23
N (-3.195, 3.786, 0.727)  0.17
C (-3.241, 4.967, 1.446)  -0.19
C (-2.293, 5.528, 2.298)  0.00
C (-2.616, 6.735, 2.886)  -0.09
C (-3.844, 7.369, 2.639)  -0.10
C (-4.792, 6.817, 1.796)  -0.03
C (-4.464, 5.602, 1.206)  -0.19
N (-5.144, 4.766, 0.333)  0.17
H (-3.309, -1.133, -3.724)  0.11
H (-4.122, -2.142, -2.479)  0.10
H (-2.367, -2.193, -2.622)  -0.01
H (-5.456, -0.486, -3.034)  0.10
H (-6.623, 3.259, -1.356)  0.09
H (-2.418, 2.382, 0.219)  0.05
H (-1.352, 5.023, 2.475)  0.06
H (-1.905, 7.204, 3.555)  0.10
H (-4.057, 8.314, 3.123)  0.10
H (-5.738, 7.310, 1.610)  0.10
H (-6.056, 4.921, -0.053)  0.15
C (2.051, 5.024, 1.065)  -0.38
S (1.503, 4.887, 2.784)  0.79
C (1.826, 3.196, 3.100)  -1.02
C (1.142, 2.142, 2.582)  -1.10
S (-0.188, 2.164, 1.500)  0.59
S (1.724, 0.595, 3.172)  0.89
C (2.991, 1.130, 4.204)  -1.52
S (3.956, 0.102, 5.079)  0.45
S (3.138, 2.836, 4.196)  0.88
H (1.785, 6.028, 0.733)  0.03
H (1.537, 4.283, 0.455)  0.01
H (3.129, 4.885, 0.993)  0.02
O (-2.106, -0.596, 1.435)  -0.62
S (-1.620, -0.674, 2.875)  0.96
C (-0.500, -2.091, 2.987)  -0.33
C (-1.359, -3.334, 3.140)  -0.24
C (-2.430, -2.940, 4.153)  -0.23
C (-2.974, -1.589, 3.690)  -0.29
H (0.119, -1.904, 3.868)  0.09
H (0.134, -2.047, 2.101)  0.05
H (-0.759, -4.184, 3.467)  0.11
H (-1.800, -3.582, 2.172)  0.06
H (-1.982, -2.839, 5.146)  0.11
H (-3.233, -3.674, 4.228)  0.11
H (-3.393, -0.973, 4.484)  0.08
H (-3.705, -1.696, 2.888)  0.10


4.
Formula: C6H15P
Source: the OMol25 dataset
Level of theory: the ωB97M-V functional and the def2-TZVPD basis

## Properties
- largest force on an atom (eV/A) = 3.860
- HOMO energy (alpha / beta) (eV) = -8.0 / -8.3
- energy above the lowest of the compared OMol25 structures with the same formula, charge and spin (kcal/mol) = 92.6

Last column: Löwdin charge in e.
Atoms and positions in Å:
C (-2.433, -1.499, 0.800)  -0.05
C (-1.312, -0.872, -1.399)  -0.10
C (1.967, 0.912, -1.506)  -0.23
C (0.091, -0.719, 0.629)  -0.05
C (-1.311, -0.615, 0.123)  -0.48
C (0.982, 1.615, -0.558)  -0.43
P (1.512, 1.848, 1.231)  0.73
H (-3.462, -1.264, 0.474)  0.09
H (-2.140, -2.389, 0.438)  0.02
H (-2.401, -1.480, 1.880)  0.07
H (-0.577, -0.246, -1.858)  0.03
H (-2.243, -0.464, -1.792)  0.07
H (-1.152, -1.894, -1.833)  0.10
H (2.659, 0.210, -1.050)  0.04
H (2.692, 1.627, -2.102)  0.10
H (1.460, 0.472, -2.380)  0.05
H (0.870, -1.265, 0.051)  0.07
H (0.372, -0.660, 1.710)  0.05
H (-1.498, 0.512, 0.287)  0.14
H (0.372, 2.382, -1.066)  0.05
H (0.290, 1.676, 1.933)  -0.13
H (1.537, 3.268, 1.359)  -0.14